[1]
Molecular formula: C5H8O2
Method: DFT, ωB97M-V/def2-TZVPD

Atoms and positions in Å:
O1 2.0255 -0.9799 -0.4450
C1 0.9654 -0.5378 0.3733
C2 0.5466 0.9245 0.0753
C3 -0.8881 0.7265 -0.4984
C4 -1.9761 0.7404 0.5182
C5 -0.3411 -1.2704 0.0540
O2 -0.8176 -0.5740 -1.0896
H1 1.7044 -0.9273 -1.3565
H2 1.2885 -0.6786 1.4077
H3 0.5457 1.5645 0.9617
H4 1.2307 1.3671 -0.6581
H5 -1.1643 1.4702 -1.2663
H6 -1.7649 1.6067 1.1818
H7 -1.0788 -1.0892 0.8593
H8 -0.2758 -2.3427 -0.1175

Gap between HOMO and LUMO (spin up / spin down) (eV): 8.3 / 8.3

***

[2]
Molecular formula: C3H6O
Method: DFT, ωB97M-V/def2-TZVPD

Atoms and positions in Å:
O1 1.6104 0.4184 0.5455
C1 1.0902 -0.4088 -0.3162
C2 -0.1188 -0.3520 -0.9110
C3 -2.0517 0.3439 0.5650
H1 -1.0896 0.0843 -0.2555
H2 -0.2729 -0.8729 -1.8044
H3 1.7767 -1.2560 -0.6785
H4 -1.7424 1.2407 1.0796
H5 -2.9805 0.4502 0.0054
H6 -2.0928 -0.4927 1.2625

Gap between HOMO and LUMO (eV): 5.9

***

[3]
Molecular formula: C9H18N3O
Method: DFT, ωB97M-V/def2-TZVPD

Atoms and positions in Å:
C1 -1.7936 -0.3920 0.5656
C2 -0.2101 2.8530 1.1043
C3 0.3973 2.0801 0.2132
C4 0.2612 0.6089 0.1617
C5 1.1364 2.7792 -0.9489
C6 2.7726 -2.4722 0.0650
C7 -2.7030 -0.7068 -1.6249
C8 1.5911 -0.1956 0.1290
C9 1.4108 -1.7470 0.1446
N1 -1.6181 -0.3967 -0.7559
N2 -0.7354 0.2152 1.1870
N3 -2.7424 -1.0026 1.3067
O1 -0.4915 0.3315 -1.0888
H1 -0.1857 3.9799 1.0922
H2 -0.5943 2.3378 1.9222
H3 2.1865 3.1686 -0.6354
H4 1.2515 1.9608 -1.5951
H5 0.5909 3.5717 -1.2678
H6 3.2712 -1.9214 -0.7285
H7 2.4468 -3.5458 -0.1342
H8 3.1224 -2.3702 1.0871
H9 -3.4759 0.0127 -1.8510
H10 -2.3837 -0.9232 -2.5430
H11 -3.3493 -1.4583 -1.2841
H12 2.1900 -0.1184 -0.8400
H13 2.1134 0.2539 1.0336
H14 0.9292 -1.9830 0.9905
H15 0.8662 -1.9386 -0.6639
H16 -0.3013 -0.0040 2.0353
H17 -3.4966 -1.5233 0.8032
H18 -2.4567 -1.4542 2.1202

Gap between HOMO and LUMO (eV): 9.9
SMILES: C=C(C)[C@@]1(CCC)NC(=[NH2+])N(C)O1
Charge: +1

***

[4]
Molecular formula: C4H11PS
Method: DFT, ωB97M-V/def2-TZVPD

Atoms and positions in Å:
C1 2.1467 -0.7373 -1.3427
C2 2.9819 0.3857 1.0705
C3 -4.0681 0.3866 -0.3504
C4 -1.3909 0.1794 0.5655
P1 1.9720 0.8146 -0.3954
S1 -2.4424 -0.4786 -0.5123
H1 2.6548 -0.6234 -2.2825
H2 1.2205 -1.1209 -1.4983
H3 2.7069 -1.4897 -0.6675
H4 2.2405 -0.1056 1.8022
H5 3.2188 1.2996 1.5940
H6 3.7014 -0.4195 1.0551
H7 -4.7274 -0.1662 0.3327
H8 -4.4396 0.1659 -1.2914
H9 -3.8366 1.4668 -0.0553
H10 -1.6140 0.4095 1.6855
H11 -0.3246 0.0330 0.2903

Gap between HOMO and LUMO (spin up / spin down) (eV): 7.8 / 6.7

***

[5]
Molecular formula: C11H13NO5RhSe2
Method: DFT, ωB97M-V/def2-TZVPD

Atoms and positions in Å:
Rh1 -0.0031 -0.7613 -0.5166
O1 -4.1506 3.5080 -0.5970
C1 -3.2039 2.5792 -0.5290
C2 -2.0842 2.7035 0.3156
C3 -1.1679 1.6854 0.3097
N1 -1.3663 0.6323 -0.4830
C4 -2.4150 0.4782 -1.3004
C5 -3.3761 1.4485 -1.3515
C6 -2.3628 -0.8444 -2.0730
O2 -3.2749 -1.1755 -2.7730
O3 -1.2548 -1.5540 -1.8692
C7 0.1271 1.5936 1.1172
O4 0.4759 2.5043 1.8186
O5 0.7900 0.4626 0.9443
H1 -3.9705 4.2526 -0.0073
H2 -1.9287 3.5661 0.9514
H3 -4.2394 1.3480 -1.9944
C8 2.8581 0.7955 -1.3752
Se1 2.2397 -1.0380 -1.3415
C9 3.0982 -1.6056 0.3141
C10 2.4851 -2.9434 0.6666
Se2 0.5272 -2.8447 0.5914
C11 0.2224 -2.2184 2.4017
H4 2.4327 1.3379 -0.5370
H5 2.5721 1.2169 -2.3346
H6 3.9437 0.7534 -1.2981
H7 2.8847 -0.8344 1.0534
H8 4.1702 -1.6767 0.1329
H9 2.7551 -3.2808 1.6659
H10 2.7610 -3.7232 -0.0424
H11 0.5068 -3.0273 3.0716
H12 -0.8441 -2.0266 2.4881
H13 0.7923 -1.3118 2.5807

Gap between HOMO and LUMO (eV): 7.2
Charge: +1

***

[6]
Molecular formula: C41H31Cl56F13N2O8S3
Method: DFT, ωB97M-V/def2-TZVPD

Atoms and positions in Å:
C1 3.8935 5.4555 2.6692
C2 3.2686 4.5314 2.2129
C3 2.4352 3.3410 1.8685
C4 2.4907 2.0574 2.7314
C5 4.0472 1.7501 2.8806
C6 4.9559 2.5273 3.8533
C7 6.2554 2.9827 3.1120
O1 7.1448 1.8881 2.8766
C8 7.8987 2.2219 1.7382
C9 9.2609 2.8983 1.8608
O2 7.4352 1.9826 0.6638
O3 2.0862 0.8772 2.0805
C10 1.5809 0.3964 0.9328
C11 0.9360 1.2020 -0.2385
N1 -0.1236 0.4036 -0.8721
C12 -0.3171 0.7998 -2.2770
S1 2.9190 -0.6488 0.1045
O4 4.1973 0.0326 0.0440
O5 2.5235 -0.9812 -1.2522
C13 3.1588 -2.2000 1.1497
F1 3.2767 -1.7593 2.4187
F2 4.3296 -2.7403 0.7542
C14 2.0838 -3.2923 0.9772
F3 0.8328 -2.8471 1.3073
F4 1.9762 -3.7066 -0.2991
C15 2.3283 -4.5846 1.8474
F5 2.9570 -4.3484 3.0158
F6 3.0831 -5.4728 1.1569
C16 0.9914 -5.3535 2.2114
F7 0.3592 -4.7690 3.2382
F8 0.1960 -5.5658 1.1700
F9 1.3498 -6.5794 2.6620
C17 1.6205 1.9765 4.0944
C18 0.2526 2.6959 3.6942
O6 -0.3177 2.2438 2.4504
C19 -1.4989 2.8919 2.1441
C20 -2.7161 2.6842 2.8298
C21 -3.8898 3.3184 2.4711
C22 -3.9827 4.2237 1.3893
C23 -2.7913 4.5100 0.6773
C24 -1.5325 3.8143 1.0512
N2 1.3576 0.5542 4.3234
S2 2.5925 -0.5620 4.8409
S3 -0.1132 0.0153 4.9519
C25 0.0953 -1.6980 5.5525
O7 -0.6413 0.7380 6.0913
O8 -1.1819 -0.1011 3.9714
C26 2.0554 2.8359 5.3188
F10 2.3959 4.1223 5.0116
F11 0.9873 3.0844 6.1771
C27 3.0929 2.3040 6.3785
F12 3.7811 3.3935 6.8584
F13 2.4786 1.7684 7.4710
H1 4.3258 6.4316 2.9492
H2 1.4356 3.7152 1.5866
H3 2.8668 3.0194 0.8913
H4 4.2389 0.6667 2.9631
H5 4.4181 1.9696 1.8567
H6 5.3337 1.8481 4.6508
H7 4.5867 3.4364 4.3445
H8 6.6952 3.8004 3.7207
H9 5.9338 3.4595 2.1631
H10 10.0533 2.1286 1.8796
H11 9.4704 3.5348 0.9844
H12 9.3771 3.5291 2.7577
H13 0.8075 -0.3804 1.1512
H14 1.7281 1.4716 -0.9647
H15 0.4854 2.1532 0.0806
H16 -1.0039 0.6072 -0.4041
H17 -0.6852 -0.0480 -2.8834
H18 -1.0327 1.6443 -2.3775
H19 0.6211 1.1337 -2.7558
H20 0.4502 3.7849 3.5802
H21 -0.5377 2.6350 4.4588
H22 -2.7592 1.9774 3.6782
H23 -4.8020 3.1145 3.0348
H24 -4.9026 4.7238 1.0822
H25 -2.8236 5.2119 -0.1532
H26 -0.6539 4.0421 0.4511
H27 3.8234 -0.0052 4.7988
H28 0.4423 -2.3848 4.7669
H29 -0.9459 -1.9976 5.7811
H30 0.6490 -1.7491 6.5052
H31 3.8459 1.5821 6.0593
C28 5.6622 9.3863 3.8950
Cl1 7.3259 9.9567 3.7194
Cl2 5.3935 8.0103 2.8015
Cl3 5.3843 8.8679 5.5613
Cl4 4.5413 10.6881 3.4829
C29 0.2315 7.5905 -0.0429
Cl5 -0.9747 6.3210 0.2516
Cl6 1.7252 7.1755 0.8132
Cl7 0.5572 7.7078 -1.7801
Cl8 -0.3820 9.1412 0.5503
C30 -6.1611 1.4356 -0.8584
Cl9 -5.2296 0.0610 -1.4815
Cl10 -7.7854 0.8862 -0.3948
Cl11 -5.3919 2.2065 0.5536
Cl12 -6.2901 2.6280 -2.1609
C31 1.4383 -5.2621 7.6215
Cl13 0.9428 -3.6091 8.0234
Cl14 0.5206 -6.4076 8.6059
Cl15 1.1214 -5.5678 5.9063
Cl16 3.1658 -5.4536 7.9464
C32 -8.3192 2.1937 4.1902
Cl17 -9.1558 3.7498 4.2932
Cl18 -6.6301 2.4022 4.6734
Cl19 -9.0970 1.0334 5.2767
Cl20 -8.4003 1.5899 2.5262
C33 -2.7659 2.8720 7.6297
Cl21 -3.3404 4.4893 8.0724
Cl22 -3.6981 1.6535 8.5144
Cl23 -2.9647 2.6419 5.8855
Cl24 -1.0637 2.7213 8.0105
C34 0.6834 -3.9122 -7.4369
Cl25 2.1165 -4.2509 -6.4773
Cl26 0.4973 -2.1619 -7.6003
Cl27 0.8587 -4.6470 -9.0392
Cl28 -0.7496 -4.5799 -6.6415
C35 -2.6097 -1.6668 -4.6275
Cl29 -3.2795 -0.9827 -3.1270
Cl30 -0.8421 -1.6584 -4.5790
Cl31 -3.1980 -3.3247 -4.8350
Cl32 -3.1579 -0.6759 -5.9902
C36 -4.0829 -5.2410 -8.7128
Cl33 -4.2615 -6.5319 -7.5135
Cl34 -5.4777 -5.2443 -9.8007
Cl35 -3.9803 -3.6838 -7.8818
Cl36 -2.6067 -5.5050 -9.6514
C37 -11.7489 0.9870 -1.9761
Cl37 -12.8884 -0.3381 -2.2497
Cl38 -11.0975 0.8746 -0.3337
Cl39 -10.4245 0.8780 -3.1437
Cl40 -12.5839 2.5342 -2.1728
C38 -7.4949 -3.0310 -12.6640
Cl41 -6.5911 -4.2872 -13.5227
Cl42 -8.9677 -3.7310 -11.9759
Cl43 -6.4941 -2.3724 -11.3640
Cl44 -7.9270 -1.7383 -13.7925
C39 -1.5835 -9.3147 -8.3372
Cl45 -1.1217 -7.8557 -7.4520
Cl46 -3.3326 -9.5664 -8.1936
Cl47 -1.1560 -9.1310 -10.0451
Cl48 -0.7255 -10.7055 -7.6607
C40 1.3634 -1.7781 -12.0228
Cl49 2.2569 -3.0386 -12.8869
Cl50 -0.1010 -2.4746 -11.3180
Cl51 2.3787 -1.1135 -10.7359
Cl52 0.9218 -0.4884 -13.1521
C41 2.7500 -12.3437 -6.8317
Cl53 1.8291 -13.8300 -6.5570
Cl54 4.4659 -12.6466 -6.5235
Cl55 2.5365 -11.8204 -8.5096
Cl56 2.1690 -11.0800 -5.7356

Gap between HOMO and LUMO (eV): 9.0